No. 1
{
  "formula": "C4H10N4O2",
  "method": "ωB97M-V/def2-TZVPD",
  "gap_ev": 10.142,
  "relative_energy_kcal_mol": 147.6,
  "smiles": "[H]/N=C(\\O/[N+]([O-])=N/C)N(C)C",
  "total_energy_ha": -527.6952,
  "symbols": ["H", "N", "C", "O", "N", "O", "N", "C", "N", "C", "C", "H", "H", "H", "H", "H", "H", "H", "H", "H"],
  "coordinates": [[0.3382, -0.2811, -2.5685], [1.2248, -0.3084, -1.9379], [0.8823, -0.1839, -0.7499], [-0.6842, 0.1552, -0.2495], [-1.8315, 0.2856, -0.9364], [-1.7269, 0.3682, -2.1718], [-2.9397, 0.2613, -0.3295], [-4.0727, 0.3422, -1.0691], [1.5754, -0.3248, 0.3743], [0.9436, -0.0888, 1.7460], [3.0179, -0.1821, 0.3309], [-4.1684, -0.4145, -1.9704], [-4.9232, 0.0814, -0.3432], [-4.1245, 1.4336, -1.5762], [1.7717, -0.1317, 2.4919], [0.5396, 0.9656, 1.7030], [0.1645, -0.9343, 2.0355], [3.4090, 0.9060, 0.1162], [3.4139, -0.5702, 1.2522], [3.4484, -0.7070, -0.5786]]
}


No. 2
{
  "formula": "C4H10N4O7SV",
  "method": "ωB97M-V/def2-TZVPD",
  "gap_ev": [5.795, 6.011],
  "s_squared": 3.765,
  "spin_multiplicity": 4,
  "charge": -2,
  "relative_energy_kcal_mol": 56.6,
  "total_energy_ha": -2246.3574,
  "symbols": ["V", "N", "C", "C", "O", "N", "C", "C", "O", "O", "H", "H", "H", "H", "H", "H", "O", "S", "O", "O", "O", "N", "N", "H", "H", "H", "H"],
  "coordinates": [[-9.6181, 4.6534, 2.6440], [-9.3567, 4.9425, 4.5591], [-8.9494, 6.1814, 5.0441], [-9.5940, 7.2339, 3.9459], [-9.7895, 8.3846, 4.3618], [-9.6670, 6.6627, 2.7554], [-10.6337, 7.0685, 1.7151], [-11.8666, 6.1853, 1.7901], [-12.9172, 6.4631, 1.1218], [-11.6118, 5.0909, 2.4813], [-8.8892, 4.2967, 5.1911], [-6.5289, 3.3885, 4.3652], [-7.8514, 6.3901, 4.8913], [-9.3132, 6.2941, 6.0613], [-10.0811, 7.0520, 0.7548], [-10.9993, 8.0469, 1.9887], [-7.2200, 4.8208, -0.3506], [-8.0640, 4.1403, 0.5663], [-8.2296, 2.7106, 0.2073], [-7.6487, 4.3643, 2.0305], [-9.5086, 4.7195, 0.5918], [-9.8572, 2.6820, 3.2512], [-10.2973, 1.9811, 2.1313], [-8.9382, 2.3647, 3.5449], [-6.4098, 2.6814, 4.3232], [-10.0175, 0.9745, 2.1401], [-10.1449, 2.3728, 1.1605]]
}